Entry 1:
Entry from the OMol25 dataset: a molecular structure, C3H2FO2Pb at a distorted geometry (ωB97M-V/def2-TZVPD).

Geometry as ORCA input:
```
! RIJCOSX wB97M-V def2-TZVPD def2/J DEFGRID3
* xyz 2 2
O 1.57 -0.28 -0.21
H -2.40 0.18 0.55
O -0.83 -0.38 -0.63
C -1.38 0.47 0.26
C -0.29 0.38 1.30
C 0.66 -0.45 0.53
F -0.53 0.22 2.57
Pb 0.04 -0.18 -2.51
H -0.66 1.62 0.60
*
```

Computed properties:
Energy relative to the best compared isomer or geometry (same formula, charge and spin) in kcal/mol: 72.0
Gap between HOMO and LUMO (spin up / spin down) in eV: 7.5 / 8.6
HOMO (spin up / spin down) in Eh: -0.6929 / -0.7433

Löwdin population analysis, charges in e, atoms 1 to 8:
1. O 0.12
2. H 0.20
3. O -0.46
4. C -0.10
5. C -0.16
6. C -0.02
7. F 0.23
8. Pb 1.89

***

Entry 2:
Entry from the OMol25 dataset: a molecular structure, C31H55NO2PPt at a distorted geometry (ωB97M-V/def2-TZVPD).

Geometry as ORCA input:
```
! RIJCOSX wB97M-V def2-TZVPD def2/J DEFGRID3
* xyz -1 3
O -0.68 0.03 -4.75
C -1.02 1.12 -5.76
C -0.18 0.50 -6.86
H -0.69 2.12 -5.45
H -2.07 1.13 -6.08
C -0.20 -0.72 -5.91
H 0.77 1.01 -7.02
H -0.69 0.30 -7.81
C 1.14 -1.36 -5.68
H 1.83 -0.73 -5.12
H 1.62 -1.59 -6.64
H 0.98 -2.31 -5.17
C -1.26 -1.68 -6.42
H -2.18 -1.13 -6.66
H -1.52 -2.41 -5.66
H -0.91 -2.20 -7.32
Pt -0.18 -0.15 -0.25
C -2.20 -0.60 0.27
C -2.13 0.85 -0.13
C -2.50 0.89 -1.52
H -2.11 1.60 0.64
C -2.79 -0.42 -1.97
C -2.63 -1.32 -0.92
H -2.97 -2.35 -0.88
H -2.19 -0.91 1.31
H -2.75 1.79 -2.05
H -3.23 -0.64 -2.93
C 1.07 -1.89 0.47
C 0.14 -2.33 -0.58
C 0.86 -2.27 -1.84
H -0.76 -2.89 -0.38
C 2.15 -1.76 -1.58
C 2.32 -1.57 -0.19
H 3.29 -1.45 0.30
H 0.91 -2.01 1.54
H 0.44 -2.62 -2.79
H 2.91 -1.60 -2.35
O 2.77 1.71 -4.25
C 2.01 1.29 -3.10
C 1.12 2.45 -2.57
H 2.76 0.90 -2.39
H 1.39 0.40 -3.34
C 1.65 3.67 -3.37
H 1.16 2.51 -1.48
H 0.07 2.34 -2.83
C 2.89 3.16 -4.21
H 1.93 4.55 -2.78
H 0.88 4.01 -4.05
H 3.82 3.51 -3.69
H 2.90 3.54 -5.25
C 2.81 -0.44 3.43
C 2.62 1.04 3.14
C 3.17 1.82 4.35
C 3.46 1.37 1.88
P 0.77 1.38 2.81
N 0.36 0.80 1.37
C -0.33 0.52 4.07
C 0.12 0.74 5.52
C -1.75 1.05 3.88
C -0.33 -0.97 3.77
C 0.48 3.24 2.85
C 1.65 3.93 2.15
C -0.80 3.58 2.05
C 0.34 3.81 4.27
H 3.89 -0.61 3.54
H 2.44 -1.06 2.59
H 2.35 -0.74 4.37
H 4.19 1.45 4.51
H 3.22 2.90 4.21
H 2.61 1.60 5.27
H 2.90 1.22 0.94
H 3.87 2.39 1.90
H 4.32 0.68 1.87
H 0.19 1.79 5.81
H -0.64 0.27 6.16
H 1.08 0.25 5.75
H -2.07 0.97 2.82
H -2.41 0.41 4.48
H -1.88 2.08 4.23
H -0.51 -1.16 2.70
H 0.60 -1.46 4.07
H -1.14 -1.43 4.34
H 1.79 3.56 1.13
H 1.40 5.00 2.09
H 2.58 3.85 2.71
H -1.72 3.27 2.56
H -0.83 4.68 1.96
H -0.75 3.14 1.04
H -0.59 3.51 4.76
H 1.20 3.56 4.91
H 0.31 4.91 4.17
*
```

Computed properties:
Gap between HOMO and LUMO (spin up / spin down) in eV: 4.7 / 5.4
HOMO (spin up / spin down) in Eh: -0.0755 / -0.1020

Löwdin population analysis, charges in e, atoms 1 to 8:
1. O -0.08
2. C -0.13
3. C -0.10
4. H 0.11
5. H 0.11
6. C -0.58
7. H 0.11
8. H 0.11